Formula: C24H50BHfO3S
Source: the Open Molecules 2025 dataset
Level of theory: ωB97M-V with the def2-TZVPD basis set

Computed properties:
**HOMO**: -16.24 eV
**Gap between HOMO and LUMO**: 4.28 eV
**Charge**: +3
**LUMO energy**: -11.96 eV
**Spin multiplicity**: 1

Cartesian coordinates (Å):
C (-1.3326, 3.2309, 6.8877)
C (-1.7355, 3.5653, 5.4488)
C (-1.3109, 2.4719, 4.4429)
C (-2.4305, 1.9935, 3.5109)
C (-2.5952, 2.8934, 2.2821)
C (-3.7602, 2.5613, 1.3442)
C (-3.7268, 1.1394, 0.7502)
C (-3.0647, 1.1024, -0.6328)
C (-3.1964, -0.2321, -1.3748)
C (-2.1948, -1.2726, -0.8819)
C (-2.2256, -2.6276, -1.5922)
C (-1.2098, -3.6179, -0.9729)
C (-0.1039, -4.0649, -1.9506)
C (0.6733, -5.3133, -1.4505)
C (2.1535, -4.9866, -1.1523)
C (2.3850, -4.1474, 0.0837)
C (3.6773, -3.5476, 0.5153)
C (4.0822, -2.3088, -0.2181)
B (2.8408, -1.0887, -0.6271)
S (1.4135, -1.8383, 0.4295)
O (2.4642, -1.1481, -2.0012)
C (3.2648, -0.1874, -2.6444)
O (2.8636, -0.0337, -3.9344)
C (3.1185, 0.9687, -1.5975)
C (1.7713, 1.6928, -1.4856)
C (1.5222, 2.7844, -2.5374)
C (0.8608, 2.2518, -3.8337)
C (0.6527, 3.8863, -1.9014)
O (3.3557, 0.2562, -0.4035)
H (-1.4293, 4.1020, 7.5417)
H (-0.2928, 2.8882, 6.9442)
H (-1.9696, 2.4453, 7.3070)
H (-1.2983, 4.5303, 5.1727)
H (-2.8257, 3.6729, 5.4046)
H (-0.9183, 1.6076, 4.9927)
H (-0.4849, 2.8606, 3.8246)
H (-3.3777, 1.9901, 4.0669)
H (-2.2187, 0.9615, 3.2027)
H (-1.6444, 2.8724, 1.7158)
H (-2.7226, 3.9279, 2.6278)
H (-4.7085, 2.7294, 1.8656)
H (-3.7457, 3.2843, 0.5180)
H (-3.1760, 0.4773, 1.4304)
H (-4.7387, 0.7284, 0.6733)
H (-3.4846, 1.9059, -1.2473)
H (-1.9827, 1.3139, -0.5111)
H (-3.0366, -0.0667, -2.4478)
H (-4.2064, -0.6373, -1.2364)
H (-2.3530, -1.4333, 0.1948)
H (-1.1768, -0.8311, -1.0091)
H (-2.0133, -2.4840, -2.6582)
H (-3.2233, -3.0683, -1.5132)
H (-1.7330, -4.4772, -0.5494)
H (-0.7372, -3.1100, -0.1176)
H (-0.5059, -4.2167, -2.9534)
H (0.6300, -3.2404, -2.0347)
H (0.2248, -5.6973, -0.5264)
H (0.5941, -6.1212, -2.1785)
H (2.6075, -4.5105, -2.0288)
H (2.6664, -5.9348, -0.9061)
H (1.7337, -3.0903, -0.0748)
H (1.9408, -4.6747, 0.9379)
H (3.5972, -3.3774, 1.5937)
H (4.5078, -4.2665, 0.3576)
H (4.8043, -1.7489, 0.3838)
H (4.4720, -2.4410, -1.2339)
H (0.4634, -1.9354, -0.5382)
H (4.3225, -0.4945, -2.5558)
H (3.5004, 0.4746, -4.4634)
H (3.9505, 1.7316, -1.7361)
H (0.9182, 1.0500, -1.2452)
H (1.8222, 2.2611, -0.4847)
H (2.5167, 3.2508, -2.8250)
H (1.5364, 2.2599, -4.6909)
H (0.5476, 1.2114, -3.7183)
H (-0.0081, 2.8696, -4.0705)
H (0.9171, 4.1610, -0.8468)
H (0.6824, 4.8107, -2.4849)
H (-0.3933, 3.5692, -1.8159)
Hf (3.2367, 3.5261, -0.5566)

Mulliken population analysis, charges in e, atoms 1 to 2: atom 1 (C): -1.39, atom 2 (C): -0.40

---

Formula: C15H20N2O2
Source: the Open Molecules 2025 dataset
Level of theory: ωB97M-V with the def2-TZVPD basis set

Computed properties:
**HOMO**: -7.97 eV
**Gap between HOMO and LUMO**: 8.77 eV
**SMILES**: CCOc1ccc(OCCCCn2ccnc2)cc1
**LUMO energy**: 0.80 eV
**Spin multiplicity**: 1

Cartesian coordinates (Å):
C (6.3805, -1.7832, -1.0353)
C (6.4464, -0.8692, 0.1855)
O (5.7183, 0.3279, 0.0118)
C (4.3558, 0.3118, 0.0971)
C (3.5738, -0.7734, 0.4631)
C (2.1921, -0.6574, 0.5382)
C (1.5685, 0.5457, 0.2475)
O (0.2212, 0.7682, 0.2894)
C (-0.6302, -0.2910, 0.6693)
C (-2.0627, 0.2326, 0.6489)
C (-2.4962, 0.6111, -0.7655)
C (-3.9021, 1.2190, -0.7980)
N (-4.9004, 0.2797, -0.3630)
C (-5.4337, 0.1694, 0.8901)
C (-6.2803, -0.9005, 0.8492)
N (-6.2734, -1.4491, -0.3931)
C (-5.4408, -0.7268, -1.0895)
C (2.3557, 1.6386, -0.1218)
C (3.7230, 1.5231, -0.1956)
H (5.3581, -2.0978, -1.2299)
H (6.9962, -2.6630, -0.8690)
H (6.7481, -1.2539, -1.9107)
H (7.4769, -0.5378, 0.3431)
H (6.1150, -1.3987, 1.0877)
H (4.0146, -1.7283, 0.7027)
H (1.6215, -1.5260, 0.8274)
H (-0.3752, -0.6400, 1.6798)
H (-0.5274, -1.1334, -0.0296)
H (-2.7219, -0.5374, 1.0536)
H (-2.1155, 1.1116, 1.2941)
H (-1.7894, 1.3369, -1.1687)
H (-2.4758, -0.2767, -1.4015)
H (-3.9439, 2.0949, -0.1451)
H (-4.1402, 1.5335, -1.8189)
H (-5.1797, 0.8487, 1.6778)
H (-6.8921, -1.3074, 1.6289)
H (-5.2067, -0.8889, -2.1232)
H (1.8662, 2.5730, -0.3459)
H (4.3352, 2.3649, -0.4771)

natural (NBO) population analysis, charges in e, atoms 1 to 2: atom 1 (C): -0.64, atom 2 (C): -0.06

---

Formula: CH5BO
Source: the Open Molecules 2025 dataset
Level of theory: ωB97M-V with the def2-TZVPD basis set

Computed properties:
**HOMO**: -11.22 eV
**Gap between HOMO and LUMO**: 12.11 eV
**SMILES**: BOC
**LUMO energy**: 0.89 eV
**Spin multiplicity**: 1

Cartesian coordinates (Å):
B (1.3059, 0.0113, -0.0854)
O (0.2169, -0.4071, 0.5898)
C (-1.0292, -0.0392, 0.1271)
H (1.0479, 0.6968, -1.0453)
H (2.3247, -0.3916, 0.3937)
H (-0.9746, 0.9347, -0.2907)
H (-1.6386, -0.1323, 1.0421)
H (-1.2530, -0.6726, -0.7313)

natural (NBO) population analysis, charges in e, atoms 1 to 2: atom 1 (B): 0.59, atom 2 (O): -0.67

---

Formula: C3H10NS
Source: the Open Molecules 2025 dataset
Level of theory: ωB97M-V with the def2-TZVPD basis set

Computed properties:
**HOMO**: -14.32 eV
**Gap between HOMO and LUMO**: 8.57 eV
**Charge**: +1
**LUMO energy**: -5.75 eV
**Spin multiplicity**: 1

Cartesian coordinates (Å):
C (1.2454, 1.4460, 0.5256)
C (-1.6539, -0.9978, 0.4001)
C (1.3588, 0.3192, -0.4770)
N (-1.1103, -0.0398, -0.5855)
S (2.2250, -1.0753, 0.0365)
H (0.9194, 2.3953, 0.0621)
H (0.3969, 1.1978, 1.2942)
H (2.1388, 1.5023, 1.2854)
H (-2.6620, -1.3948, 0.2263)
H (-0.9715, -1.8910, 0.5313)
H (-1.6047, -0.4208, 1.3071)
H (0.6628, 0.3590, -1.3454)
H (-1.6573, 0.8504, -0.6977)
H (-1.2436, -0.4177, -1.5132)
H (1.9560, -1.8328, -1.0498)

natural (NBO) population analysis, charges in e, atoms 1 to 2: atom 1 (C): -0.75, atom 2 (C): -0.42

---

Formula: C2H2N2O2
Source: the Open Molecules 2025 dataset
Level of theory: ωB97M-V with the def2-TZVPD basis set

Computed properties:
**HOMO**: -10.39 eV
**Gap between HOMO and LUMO**: 11.22 eV
**LUMO energy**: 0.83 eV
**Spin multiplicity**: 1

Cartesian coordinates (Å):
O (1.9695, 0.1588, 0.3394)
C (0.6608, 0.0677, 0.1365)
N (0.1313, -1.1168, 0.0094)
O (-1.1965, -0.8338, -0.2338)
C (-1.3028, 0.4867, -0.2107)
N (-0.1968, 1.1230, 0.0181)
H (2.2234, -0.7775, 0.3222)
H (-2.2890, 0.8920, -0.3811)

natural (NBO) population analysis, charges in e, atoms 1 to 2: atom 1 (O): -0.62, atom 2 (C): 0.57

---

Formula: C6H7N
Source: the Open Molecules 2025 dataset
Level of theory: ωB97M-V with the def2-TZVPD basis set

Computed properties:
**HOMO (alpha / beta)**: -6.35 / -9.57 eV
**Gap between HOMO and LUMO (alpha / beta)**: 7.20 / 8.81 eV
**<S²>**: 2.02
**LUMO energy (alpha / beta)**: 0.85 / -0.76 eV
**Spin multiplicity**: 3

Cartesian coordinates (Å):
C (-1.5630, 0.2443, 1.7540)
C (-1.2570, 0.1003, 0.5053)
C (-0.2026, -0.3148, 1.5216)
C (2.2323, 0.1480, -0.9116)
C (2.0480, -0.8595, -0.1452)
C (-1.6610, 0.3295, -0.8663)
N (0.9357, -0.5357, 1.7965)
H (-2.0401, 0.6954, 2.6227)
H (2.5639, 0.0141, -1.9489)
H (1.8240, 1.0588, -0.7025)
H (2.3280, -1.9563, -0.1982)
H (-1.2204, -0.4906, -1.4513)
H (-1.2278, 1.3182, -1.0526)
H (-2.7601, 0.2482, -0.9234)

natural (NBO) population analysis, charges in e, atoms 1 to 2: atom 1 (C): -0.21, atom 2 (C): 0.09

---

Formula: C2H8NO2P
Source: the Open Molecules 2025 dataset
Level of theory: ωB97M-V with the def2-TZVPD basis set

Computed properties:
**HOMO**: -9.74 eV
**Gap between HOMO and LUMO**: 9.89 eV
**SMILES**: NP=O.CCO
**LUMO energy**: 0.16 eV
**Spin multiplicity**: 1

Cartesian coordinates (Å):
N (2.5913, 2.4239, -0.5826)
P (2.9050, 1.0745, 0.3119)
O (1.7842, 0.8674, 1.1974)
H (3.1728, 2.5840, -1.4786)
H (1.6124, 2.9421, -0.4764)
C (-0.8045, -1.1876, -0.9039)
C (-1.4791, -0.1359, 0.0401)
O (-1.2891, -0.3331, 1.4539)
H (0.2934, -1.1210, -0.7930)
H (-1.0588, -2.2622, -0.7461)
H (-1.0349, -0.8794, -1.8851)
H (-2.5093, -0.1414, -0.1094)
H (-1.0801, 0.7756, -0.2091)
H (-0.2508, -0.1806, 1.5943)

natural (NBO) population analysis, charges in e, atoms 1 to 2: atom 1 (N): -1.24, atom 2 (P): 1.46

---

Formula: C2H2N4O
Source: the Open Molecules 2025 dataset
Level of theory: ωB97M-V with the def2-TZVPD basis set

Computed properties:
**HOMO**: -10.41 eV
**Gap between HOMO and LUMO**: 9.88 eV
**SMILES**: [H]/N=c1/cnonn1
**LUMO energy**: -0.52 eV
**Spin multiplicity**: 1

Cartesian coordinates (Å):
H (-0.0588, 0.6179, -2.3681)
N (0.3313, -0.0888, -1.8238)
C (0.1556, 0.0653, -0.6107)
C (0.5975, -0.9255, 0.4049)
N (0.0745, -0.7249, 1.5857)
O (-0.6737, 0.3454, 1.8521)
N (-1.0842, 1.2494, 0.9502)
N (-0.5943, 1.1681, -0.2104)
H (1.2522, -1.7070, 0.2202)

natural (NBO) population analysis, charges in e, atoms 1 to 2: atom 1 (H): 0.35, atom 2 (N): -0.57

---

Energy above the lowest of the compared OMol25 structures with the same formula, charge and spin
In order: 0.0 195.2 128.7 244.2 155.2 330.8 176.6 296.4
Unit: kJ/mol